<P>
Molecular formula: C4H3I
Method: DFT, wB97M-V/def2-TZVPD

Properties
HOMO level in eV: -9.42

ORCA input file:
```
! RIJCOSX wB97M-V def2-TZVPD def2/J DEFGRID3
* xyz 0 1
C 0.956 0.167 -0.096
H -1.842 0.289 0.483
C -0.030 -0.721 0.125
C 0.122 1.170 0.251
H -0.246 -1.656 0.804
H -1.417 0.557 -1.324
C -1.024 0.297 -0.233
I 3.483 -0.103 -0.010
*
```

Charges in e, computed with natural (NBO), in the same order as the atoms:
1. C -0.045
2. H 0.216
3. C -0.111
4. C -0.007
5. H 0.241
6. H 0.246
7. C -0.499
8. I -0.041

<Q>
Molecular formula: C4H3I
Method: DFT, wB97M-V/def2-TZVPD

Properties
HOMO level in eV: -9.08

ORCA input file:
```
! RIJCOSX wB97M-V def2-TZVPD def2/J DEFGRID3
* xyz 0 1
C 0.023 0.098 -1.121
H 0.876 0.706 2.475
H -1.140 -0.177 -1.187
H 0.268 -1.000 -1.272
C 0.512 0.689 1.493
C 0.335 0.351 0.351
C 0.156 0.689 -2.904
I 0.820 2.600 -2.897
*
```

Charges in e, computed with natural (NBO), in the same order as the atoms:
1. C -0.635
2. H 0.233
3. H 0.260
4. H 0.250
5. C -0.239
6. C -0.022
7. C -0.109
8. I 0.262

Tell me which of them is the least stable. Sure, it is <Q>.

<P>
Molecular formula: C4H10NS
Method: DFT, wB97M-V/def2-TZVPD

Properties
HOMO level (spin up / spin down) in eV: -13.98 / -13.98

ORCA input file:
```
! RIJCOSX wB97M-V def2-TZVPD def2/J DEFGRID3
* xyz 1 1
H 1.485 -1.095 -0.887
H -1.526 0.845 1.164
C 1.754 -0.049 -0.402
C -1.362 -1.408 1.037
H 2.658 -0.070 0.068
H 2.135 2.218 -0.805
H -1.526 -2.098 0.254
H 0.908 1.514 -1.913
H 1.305 1.131 1.056
H -1.962 -1.427 1.909
N 0.820 0.844 0.283
C -1.606 -0.068 0.509
H -0.256 -1.486 1.158
C 1.455 1.292 -0.964
S -2.159 0.493 -0.875
H -2.122 -0.635 -1.593
*
```

Charges in e, computed with natural (NBO), in the same order as the atoms:
1. H 0.211
2. H 0.270
3. C -0.264
4. C -0.697
5. H 0.207
6. H 0.226
7. H 0.241
8. H 0.222
9. H 0.371
10. H 0.282
11. N -0.607
12. C -0.104
13. H 0.296
14. C -0.264
15. S 0.479
16. H 0.133

<Q>
Molecular formula: C4H10NS
Method: DFT, wB97M-V/def2-TZVPD

Properties
HOMO level (spin up / spin down) in eV: -13.17 / -10.77

ORCA input file:
```
! RIJCOSX wB97M-V def2-TZVPD def2/J DEFGRID3
* xyz 1 1
H -1.297 2.871 1.611
C -0.665 -1.536 -0.113
C -0.249 -2.162 -1.358
C -0.409 2.243 1.527
H 1.680 2.037 2.505
H -1.558 -0.916 -0.058
H -0.816 -2.109 -2.188
H 1.100 0.986 -1.620
H 1.338 -1.126 -0.436
S 1.059 3.030 2.001
H 0.493 -2.897 -1.329
H -0.660 0.817 -1.145
N 0.504 -0.868 -0.802
C 0.312 0.417 -1.155
H -0.477 -1.890 0.914
H -0.353 1.104 1.646
*
```

Charges in e, computed with natural (NBO), in the same order as the atoms:
1. H 0.228
2. C -0.224
3. C -0.151
4. C -0.627
5. H 0.103
6. H 0.255
7. H 0.245
8. H 0.222
9. H 0.430
10. S 0.147
11. H 0.236
12. H 0.205
13. N -0.387
14. C -0.122
15. H 0.258
16. H 0.183

<R>
Molecular formula: C4H10NS
Method: DFT, wB97M-V/def2-TZVPD

Properties
HOMO level in eV: -13.99

ORCA input file:
```
! RIJCOSX wB97M-V def2-TZVPD def2/J DEFGRID3
* xyz 1 1
C 1.221 0.152 0.450
H 3.306 -0.022 0.872
H -1.769 0.840 -0.666
C -1.234 0.124 -0.091
H 0.810 -0.323 1.304
H -1.063 -1.863 0.590
H 1.681 1.719 -0.798
C 0.950 1.513 -0.040
H 0.290 2.234 0.536
S 2.676 -0.706 -0.083
H -2.697 -1.303 0.213
N 0.230 0.365 -0.530
C -1.648 -1.278 -0.128
H -1.282 0.412 0.962
H 0.266 0.012 -1.579
H -1.738 -1.875 -1.012
*
```

Charges in e, computed with natural (NBO), in the same order as the atoms:
1. C -0.205
2. H 0.157
3. H 0.230
4. C -0.196
5. H 0.250
6. H 0.228
7. H 0.262
8. C -0.224
9. H 0.267
10. S 0.067
11. H 0.268
12. N -0.369
13. C -0.669
14. H 0.220
15. H 0.465
16. H 0.248

Tell me which of them is the least stable. Sure, it is <Q>.

<P>
Molecular formula: C4H10NS
Method: DFT, wB97M-V/def2-TZVPD

Properties
HOMO level in eV: -13.45

ORCA input file:
```
! RIJCOSX wB97M-V def2-TZVPD def2/J DEFGRID3
* xyz 1 1
C -1.753 -0.561 -1.410
H 2.915 2.896 -1.884
H 3.870 2.944 -0.223
H -1.593 -1.428 -2.025
S 2.562 2.823 -0.585
H -2.038 -2.584 -0.006
H -2.299 0.310 -1.812
C -1.092 -0.705 -0.142
H -0.223 -2.761 0.156
H 0.494 1.900 0.473
N 0.552 1.046 1.035
H 1.387 1.213 1.587
H -0.079 -0.823 1.734
C -0.198 -0.003 1.115
C -1.186 -2.094 0.481
H -1.319 -2.172 1.506
*
```

Charges in e, computed with natural (NBO), in the same order as the atoms:
1. C -0.251
2. H 0.192
3. H 0.191
4. H 0.233
5. S -0.368
6. H 0.249
7. H 0.242
8. C -0.067
9. H 0.237
10. H 0.456
11. N -0.620
12. H 0.436
13. H 0.224
14. C 0.293
15. C -0.677
16. H 0.230

<Q>
Molecular formula: C4H10NS
Method: DFT, wB97M-V/def2-TZVPD

Properties
HOMO level in eV: -13.89

ORCA input file:
```
! RIJCOSX wB97M-V def2-TZVPD def2/J DEFGRID3
* xyz 1 1
C 1.114 -0.083 1.525
C -0.020 -1.020 1.254
H 1.323 -0.860 -0.711
H 0.988 0.872 1.932
H -2.199 0.291 -1.741
H -1.052 -0.587 1.341
H 1.596 1.660 -1.375
H -0.844 -0.778 -1.821
H -0.044 -2.085 1.524
H -1.736 -0.593 -0.354
N -1.312 -0.085 -1.218
S 0.381 1.800 -1.958
H -0.724 1.463 0.209
H 2.123 -0.438 1.832
C -0.301 0.794 -0.548
C 0.707 -0.351 0.109
*
```

Charges in e, computed with natural (NBO), in the same order as the atoms:
1. C -0.403
2. C -0.427
3. H 0.256
4. H 0.233
5. H 0.465
6. H 0.182
7. H 0.165
8. H 0.455
9. H 0.266
10. H 0.452
11. N -0.731
12. S 0.011
13. H 0.247
14. H 0.259
15. C -0.167
16. C -0.262

Tell me which of them is the least stable. Sure, it is <P>.

<P>
Molecular formula: C6H9N3O2
Method: DFT, wB97M-V/def2-TZVPD

Properties
HOMO level in eV: -8.86

ORCA input file:
```
! RIJCOSX wB97M-V def2-TZVPD def2/J DEFGRID3
* xyz 0 1
H 2.409 1.436 0.372
H 0.917 0.428 -1.995
C -0.881 0.542 0.299
C 1.596 0.850 0.008
H 0.279 1.878 1.458
N -0.931 -0.593 -0.691
C -2.204 0.744 0.649
H -2.559 -1.785 -1.246
C 1.734 -0.635 0.326
O 1.751 -1.462 -0.548
H -2.603 1.503 1.258
C 0.259 1.488 0.445
O 1.620 -0.780 1.663
N 1.648 1.046 -1.510
H 0.241 2.447 -0.153
H -3.959 -0.081 -0.097
N -2.985 -0.260 0.063
H 1.566 -1.768 1.825
H 2.511 0.700 -1.840
C -2.153 -1.018 -0.650
*
```

Charges in e, computed with natural (NBO), in the same order as the atoms:
1. H 0.219
2. H 0.383
3. C 0.073
4. C -0.161
5. H 0.228
6. N -0.471
7. C -0.083
8. H 0.190
9. C 0.783
10. O -0.563
11. H 0.208
12. C -0.446
13. O -0.684
14. N -0.839
15. H 0.248
16. H 0.417
17. N -0.542
18. H 0.494
19. H 0.353
20. C 0.191

<Q>
Molecular formula: C6H9N3O2
Method: DFT, wB97M-V/def2-TZVPD

Properties
HOMO level in eV: -7.73

ORCA input file:
```
! RIJCOSX wB97M-V def2-TZVPD def2/J DEFGRID3
* xyz 0 1
C 1.542 0.852 -0.041
H -0.625 2.553 0.557
N -1.390 0.839 0.127
H 1.307 -2.021 -0.397
H 0.981 -0.140 -1.699
C 0.559 -0.056 -0.752
O -0.721 0.570 -1.108
N 1.129 1.957 0.402
N 2.705 0.194 0.218
H 3.659 0.642 0.430
C -2.403 -0.019 0.340
C -0.858 -1.949 0.070
H 2.871 -0.754 -0.141
C -2.113 -1.285 0.198
O -1.581 2.222 0.436
H 1.864 2.468 0.927
H -0.946 -3.030 -0.063
H -2.907 -2.088 0.133
C 0.361 -1.382 -0.225
H -3.433 0.427 0.588
*
```

Charges in e, computed with natural (NBO), in the same order as the atoms:
1. C 0.462
2. H 0.515
3. N 0.057
4. H 0.191
5. H 0.207
6. C -0.007
7. O -0.347
8. N -0.738
9. N -0.833
10. H 0.406
11. C 0.021
12. C -0.191
13. H 0.397
14. C -0.322
15. O -0.574
16. H 0.346
17. H 0.215
18. H 0.214
19. C -0.234
20. H 0.215

Tell me which of them is the least stable. Sure, it is <Q>.

<P>
Molecular formula: C2H6IO2P
Method: DFT, wB97M-V/def2-TZVPD

Properties
HOMO level in eV: -9.21

ORCA input file:
```
! RIJCOSX wB97M-V def2-TZVPD def2/J DEFGRID3
* xyz 0 1
C 0.338 1.536 -1.600
O 0.483 -0.685 0.213
H 1.088 2.246 -1.135
I -1.493 -1.717 -1.980
H -0.204 1.979 -2.534
O 1.098 0.350 -1.943
H -0.420 1.168 -0.870
C -0.029 -1.474 1.211
P 0.795 -1.179 -1.301
H 0.710 -2.287 1.671
H -0.972 -2.056 0.841
H -0.384 -1.000 2.104
*
```

Charges in e, computed with natural (NBO), in the same order as the atoms:
1. C -0.267
2. O -0.833
3. H 0.200
4. I -0.252
5. H 0.198
6. O -0.826
7. H 0.194
8. C -0.272
9. P 1.296
10. H 0.175
11. H 0.186
12. H 0.201

<Q>
Molecular formula: C2H6IO2P
Method: DFT, wB97M-V/def2-TZVPD

Properties
HOMO level in eV: -9.03

ORCA input file:
```
! RIJCOSX wB97M-V def2-TZVPD def2/J DEFGRID3
* xyz 0 1
O -1.314 -1.163 -0.665
H 0.314 1.839 1.630
I 0.439 -3.296 0.228
H -0.475 0.026 -2.369
H -0.436 0.232 1.376
C 0.225 0.974 -0.376
H -0.753 1.564 -0.412
P 0.052 -0.656 -1.290
H 0.997 1.339 -1.019
O -1.075 -2.194 0.402
H 1.528 0.451 1.361
C 0.497 0.883 1.135
*
```

Charges in e, computed with natural (NBO), in the same order as the atoms:
1. O -0.549
2. H 0.216
3. I 0.471
4. H -0.047
5. H 0.221
6. C -0.707
7. H 0.223
8. P 0.877
9. H 0.204
10. O -0.494
11. H 0.215
12. C -0.628

Tell me which of them is the least stable. Sure, it is <Q>.

<P>
Molecular formula: C8H16N2O4S
Method: DFT, wB97M-V/def2-TZVPD

Properties
HOMO level in eV: -8.78

ORCA input file:
```
! RIJCOSX wB97M-V def2-TZVPD def2/J DEFGRID3
* xyz 0 1
H -1.639 -0.830 -0.894
N 0.280 0.686 0.171
H 4.111 -0.204 -0.903
H 3.046 0.256 1.128
H -4.540 -2.950 0.547
C -3.656 -2.317 0.460
N 1.667 -1.372 1.170
H -3.386 -2.099 1.496
C 2.417 -0.374 0.442
C -0.437 3.019 0.226
H -2.543 0.230 -1.946
H -2.890 -2.985 0.052
O -1.210 3.626 0.931
H -0.656 1.741 -1.443
O 2.047 1.484 -1.037
H 1.257 2.944 -0.725
C -0.672 1.632 -0.325
S -4.107 -0.810 -0.483
H -0.015 -0.037 0.844
O 3.836 -2.173 -0.363
O 0.714 3.576 -0.161
H -2.815 1.947 -0.199
C -2.435 -0.058 -0.870
H 1.700 -2.234 0.677
C 3.323 -0.913 -0.675
H -2.049 0.983 1.102
C 1.585 0.659 -0.203
H 4.450 -2.123 0.420
H 2.647 -0.981 -1.555
H 2.068 -1.500 2.072
C -2.097 1.180 0.045
*
```

Charges in e, computed with natural (NBO), in the same order as the atoms:
1. H 0.216
2. N -0.606
3. H 0.195
4. H 0.217
5. H 0.232
6. C -0.749
7. N -0.840
8. H 0.209
9. C -0.180
10. C 0.777
11. H 0.225
12. H 0.215
13. O -0.576
14. H 0.224
15. O -0.686
16. H 0.513
17. C -0.171
18. S 0.173
19. H 0.442
20. O -0.716
21. O -0.689
22. H 0.242
23. C -0.521
24. H 0.383
25. C -0.063
26. H 0.215
27. C 0.689
28. H 0.471
29. H 0.185
30. H 0.375
31. C -0.401

<Q>
Molecular formula: C8H16N2O4S
Method: DFT, wB97M-V/def2-TZVPD

Properties
HOMO level in eV: -9.10

ORCA input file:
```
! RIJCOSX wB97M-V def2-TZVPD def2/J DEFGRID3
* xyz 0 1
S 2.656 1.625 3.063
C -0.044 0.237 -0.859
H -1.178 -0.535 0.503
C 3.539 3.076 3.672
O -1.786 -0.436 -3.259
H 2.931 4.003 3.485
H -0.604 -2.295 -1.755
H 2.161 3.126 1.246
H 2.308 1.295 -0.606
C -2.320 -1.357 -2.488
H 0.183 2.184 0.158
O -3.380 -1.868 -2.774
H 4.499 3.223 3.188
H 2.196 0.078 0.570
C 2.652 2.143 1.277
H -2.956 -2.207 0.172
H 3.695 2.949 4.757
C -2.188 -2.784 -0.396
H 0.348 0.063 2.185
O 0.348 0.469 -2.010
C -1.454 -1.773 -1.307
H -0.891 -0.042 -2.920
H -0.602 1.406 2.160
H -3.450 -3.495 -1.613
N -0.236 0.627 1.584
C 1.933 1.126 0.408
N -0.985 -0.637 -0.520
H 3.676 2.282 0.890
O -2.671 -3.844 -1.133
H -1.480 -3.136 0.357
C 0.403 1.101 0.385
*
```

Charges in e, computed with natural (NBO), in the same order as the atoms:
1. S 0.159
2. C 0.688
3. H 0.445
4. C -0.748
5. O -0.687
6. H 0.213
7. H 0.226
8. H 0.208
9. H 0.246
10. C 0.792
11. H 0.220
12. O -0.612
13. H 0.216
14. H 0.206
15. C -0.502
16. H 0.158
17. H 0.236
18. C -0.047
19. H 0.383
20. O -0.670
21. C -0.190
22. H 0.515
23. H 0.394
24. H 0.502
25. N -0.860
26. C -0.432
27. N -0.619
28. H 0.223
29. O -0.710
30. H 0.178
31. C -0.132

Tell me which of them is the least stable. Sure, it is <P>.

<P>
Molecular formula: C3H9N3O2
Method: DFT, wB97M-V/def2-TZVPD

Properties
HOMO level in eV: -9.81

ORCA input file:
```
! RIJCOSX wB97M-V def2-TZVPD def2/J DEFGRID3
* xyz 0 1
H 2.725 -1.712 -0.409
H 1.708 -1.297 1.701
N 1.840 -1.943 -0.866
H 1.949 -2.684 -1.560
C -1.108 1.273 -1.016
O -0.072 -3.101 -0.261
N 0.179 2.598 0.445
H 0.899 1.945 0.308
H 0.279 3.275 1.159
N 0.934 -1.729 1.279
H -0.804 0.405 -0.458
C -1.098 2.365 -0.008
H -0.397 1.355 -1.913
C 0.840 -2.334 0.026
H 0.280 -2.145 1.913
O -2.055 3.023 0.347
H -2.098 1.182 -1.448
*
```

Charges in e, computed with natural (NBO), in the same order as the atoms:
1. H 0.373
2. H 0.388
3. N -0.844
4. H 0.399
5. C -0.726
6. O -0.630
7. N -0.832
8. H 0.384
9. H 0.393
10. N -0.864
11. H 0.233
12. C 0.674
13. H 0.233
14. C 0.776
15. H 0.403
16. O -0.601
17. H 0.241

<Q>
Molecular formula: C3H9N3O2
Method: DFT, wB97M-V/def2-TZVPD

Properties
HOMO level in eV: -8.79

ORCA input file:
```
! RIJCOSX wB97M-V def2-TZVPD def2/J DEFGRID3
* xyz 0 1
H 0.899 -0.966 1.479
H 2.169 0.618 -0.621
N -0.883 1.326 0.356
O -1.659 -0.885 -0.002
H -1.312 0.474 -2.197
H 1.120 -1.506 -0.188
N 1.940 0.385 0.339
C 0.917 -0.636 0.441
C -0.383 0.168 -1.703
H -0.089 -0.789 -2.139
H 0.387 0.910 -1.928
C -0.628 0.024 -0.202
H 2.789 0.126 0.829
N -1.417 -1.456 1.417
H -0.311 1.478 1.185
H -1.852 1.418 0.642
O -1.688 -0.690 2.292
*
```

Charges in e, computed with natural (NBO), in the same order as the atoms:
1. H 0.191
2. H 0.361
3. N -0.871
4. O -0.471
5. H 0.224
6. H 0.169
7. N -0.854
8. C -0.250
9. C -0.634
10. H 0.207
11. H 0.218
12. C 0.394
13. H 0.365
14. N 0.421
15. H 0.375
16. H 0.373
17. O -0.218

Tell me which of them is the least stable. Sure, it is <Q>.